2 unconnected molecules or ions with the total composition CH6N2P2 at a distorted geometry. Source: OMol25; level of theory: the ωB97M-V functional and the def2-TZVPD basis.

Summary:
E_tot   -22687.456 eV
F_max   2.695 eV Å⁻¹
Energy above the lowest of the compared OMol25 structures with the same formula, charge and spin   80.8 kcal per mole
HOMO (spin up / spin down)   -7.135 / -9.297 eV
LUMO level (spin up / spin down)   -1.33 / -0.94 eV
HOMO-LUMO gap (spin up / spin down)   5.801 / 8.361 eV

The geometry in XYZ format:
```
11
CH6N2P2 the ωB97M-V functional and the def2-TZVPD basis
H 0.792 -1.265 -1.313
P 3.636 0.706 0.543
H 2.790 1.698 1.356
N 2.485 -0.052 -0.174
H -2.109 -0.458 -1.143
P 1.210 -0.933 0.082
H -1.107 1.376 -0.354
C -1.939 -0.351 -0.074
H -1.810 -1.250 0.432
N -0.998 0.662 0.378
H -2.950 -0.132 0.268
```